ORCA calculation (ωB97M-V/def2-TZVPD) on a 2-piece molecular cluster, CH6NO overall in a non-equilibrium geometry.

The geometry in XYZ format:
```
9
Properties=species:S:1:pos:R:3:lowdin_charge:R:1
N -0.51850 -1.41236 0.51344 0.203
H -0.12921 -1.67087 -0.39726 0.133
H -0.77968 -2.23737 1.05607 0.137
H -1.30037 -0.76671 0.39971 0.126
H 0.28811 -0.87679 0.88040 0.122
O 0.17638 0.59234 -0.33006 -0.397
C 0.62911 1.78594 -0.64662 -0.315
H 1.32400 2.24866 0.05879 -0.004
H 0.31016 2.33716 -1.53447 -0.005
```

- spin multiplicity = 2
- orbital gap (spin up / spin down) (eV) = 3.9 / 7.4
- E (Ha) = -171.551836
- energy above the lowest of the compared OMol25 structures with the same formula, charge and spin (kJ/mol) = 187.1
- LUMO (spin up / spin down) (eV) = -0.083 / -0.092

***

ORCA calculation (ωB97M-V/def2-TZVPD) on a 6-piece molecular cluster, C19H42O6 overall in a non-equilibrium geometry.

The geometry in XYZ format:
```
67
Properties=species:S:1:pos:R:3:lowdin_charge:R:1
O 0.09474 -0.64471 -0.15894 0.225
H -0.35780 0.11540 -0.53182 0.096
H 0.97576 -0.48572 0.18765 0.058
H -0.45458 -1.13747 0.45510 0.055
C -2.10891 -4.10134 2.85035 -0.099
C -0.84366 -3.42729 2.31504 -0.661
C -0.01979 -4.49155 1.61737 -0.084
O -1.09270 -2.22982 1.65982 -0.302
H -1.94481 -5.14643 3.11294 0.054
H -2.96596 -4.05911 2.17820 0.063
H -2.51359 -3.63324 3.74769 0.057
H -0.32443 -3.16752 3.23755 0.092
H -0.01820 -5.52172 1.97353 0.065
H 0.99713 -4.10507 1.68525 0.042
H -0.16161 -4.44840 0.53750 0.069
C 2.31668 0.52716 -4.04878 -0.139
C 1.75105 1.96109 -4.15514 -0.157
C 1.63568 2.39430 -2.73687 -0.169
O 1.98965 1.22772 -1.94800 -0.191
C 2.90206 0.44262 -2.64171 -0.221
H 3.08547 0.37235 -4.80580 0.108
H 1.53853 -0.22599 -4.17266 0.105
H 0.77681 1.93528 -4.64329 0.106
H 2.35869 2.61271 -4.78304 0.111
H 0.67841 2.71040 -2.32237 0.116
H 2.38239 3.10899 -2.39084 0.120
H 2.95869 -0.53592 -2.16489 0.124
H 3.90108 0.83474 -2.45120 0.118
C -2.13695 2.23935 2.40002 -0.162
C -1.80441 3.49858 1.69894 -0.196
C -0.83193 3.08150 0.63220 -0.223
O -0.46278 1.75706 0.89907 -0.158
C -0.79677 1.51844 2.28091 -0.164
H -2.88120 1.66257 1.85090 0.115
H -2.50467 2.45106 3.40404 0.123
H -1.32350 4.27293 2.29662 0.118
H -2.72645 3.87934 1.25967 0.114
H 0.07152 3.68961 0.67780 0.118
H -1.26355 3.18891 -0.36292 0.118
H -0.01163 1.88925 2.93981 0.119
H -0.99307 0.49113 2.58784 0.121
C 3.38464 0.66000 2.66351 -0.128
C 3.38036 -0.79919 3.24224 -0.127
C 2.47929 -1.51636 2.27130 -0.196
O 2.10636 -0.64345 1.24438 -0.163
C 2.98644 0.48682 1.18716 -0.173
H 4.34476 1.17307 2.60831 0.107
H 2.63688 1.29860 3.13376 0.102
H 2.92464 -0.79240 4.23238 0.109
H 4.35808 -1.27932 3.28248 0.110
H 1.61236 -1.88565 2.81916 0.118
H 3.01605 -2.37958 1.87781 0.124
H 2.63000 1.38111 0.67598 0.118
H 3.87327 0.26090 0.59506 0.116
C -3.90914 0.60453 -2.65990 -0.182
C -3.12201 -0.19732 -3.64874 -0.175
C -1.83424 -0.57677 -2.91581 -0.158
O -2.00138 -0.05608 -1.58801 -0.183
C -3.40879 0.15628 -1.32107 -0.156
H -4.96349 0.48375 -2.90858 0.118
H -3.64923 1.64888 -2.83279 0.115
H -2.93483 0.32661 -4.58606 0.111
H -3.68214 -1.09521 -3.90981 0.111
H -0.93301 -0.14352 -3.34960 0.109
H -1.75670 -1.65986 -2.82086 0.126
H -3.57626 0.83057 -0.48119 0.116
H -3.83309 -0.78753 -0.97859 0.129
```

- spin multiplicity = 1
- orbital gap (eV) = 6.8
- E (Ha) = -1200.388428
- energy above the lowest of the compared OMol25 structures with the same formula, charge and spin (kJ/mol) = 257.8
- LUMO (eV) = 0.512

***

ORCA calculation (ωB97M-V/def2-TZVPD) on a 2-piece molecular cluster, CH5N2OS overall in a non-equilibrium geometry.

The geometry in XYZ format:
```
10
Properties=species:S:1:pos:R:3:lowdin_charge:R:1
C 0.03957 -1.06166 0.86987 -0.272
N -0.58155 -0.37001 1.79055 0.072
N 0.42522 1.58873 -2.22360 -0.320
O 0.37893 -2.30842 1.01537 0.101
S -0.64332 1.13005 -1.09485 0.850
H -0.99733 -0.67826 2.74751 0.178
H -0.77074 0.70268 1.67903 0.123
H 0.19341 1.24773 -3.12862 0.051
H 0.94705 -2.61755 0.27985 0.146
H 1.00876 2.36671 -1.93511 0.072
```

- spin multiplicity = 1
- orbital gap (spin up / spin down) (eV) = 6.4 / 6.4
- E (Ha) = -623.662352
- energy above the lowest of the compared OMol25 structures with the same formula, charge and spin (kJ/mol) = 313.7
- net charge = +1
- LUMO (spin up / spin down) (eV) = -6.944 / -6.946

***

ORCA calculation (ωB97M-V/def2-TZVPD) on C3H4MgO3 as an isolated structure.

The geometry in XYZ format:
```
11
Properties=species:S:1:pos:R:3:lowdin_charge:R:1
O -1.27940 1.04789 -0.39222 -0.331
C -1.98329 -0.10047 -0.17668 -0.378
C -1.12741 -1.23242 0.29593 -0.179
O 0.09080 -1.09389 0.39556 -0.040
Mg 0.60298 0.91121 -0.04487 0.857
H -2.51070 -0.49146 -1.07827 0.136
H -2.78842 -0.00890 0.58961 0.134
H -1.60925 -2.14983 0.67953 0.138
C 2.67702 1.40902 -0.55718 -0.203
O 3.50215 0.71771 0.20655 -0.203
H 4.42551 0.99113 0.08204 0.070
```

- spin multiplicity = 1
- orbital gap (spin up / spin down) (eV) = 6.6 / 6.5
- E (Ha) = -542.416728
- energy above the lowest of the compared OMol25 structures with the same formula, charge and spin (kJ/mol) = 291.5
- LUMO (spin up / spin down) (eV) = 0.247 / 0.201